(1)
The following is a DFT calculation (the ωB97M-V functional and the def2-TZVPD basis) of a structure of composition CH9LiO4.

Calculated values
Relative energy (zero: lowest compared OMol25 entry of this formula, charge and spin) ... 2.287 eV
Total charge ... 0
Orbital gap ... 5.64 eV

Each line ends with the Löwdin charge.
Element x y z (Å)
Li1 45.885 33.982 38.297  0.68
C1 48.406 32.948 37.872  -0.37
O1 47.793 33.688 38.878  -0.55
H1 48.006 31.867 37.985  0.07
H2 49.361 33.146 38.480  0.09
H3 48.159 33.668 37.266  -0.03
O2 45.811 36.094 37.499  -0.04
H4 44.954 36.451 37.439  0.02
H5 46.229 36.474 36.732  0.05
O3 45.033 33.029 36.715  -0.03
H6 45.862 32.511 36.420  0.12
H7 44.386 32.646 36.301  -0.05
O4 44.539 33.848 39.795  0.01
H8 44.604 33.796 40.722  0.06
H9 43.694 33.651 39.763  -0.03



(2)
The following is a DFT calculation (the ωB97M-V functional and the def2-TZVPD basis) of a cluster of 2 separate species, CH9N2O in total.

Calculated values
Relative energy (zero: lowest compared OMol25 entry of this formula, charge and spin) ... 0.099 eV
Total charge ... +1
Orbital gap ... 11.29 eV

Each line ends with the Löwdin charge.
Element x y z (Å)
O1 2.184 0.677 -1.318  -0.04
H1 2.800 1.417 -1.238  0.08
H2 0.617 0.901 -0.345  0.10
H3 2.281 0.390 -2.233  0.07
N1 -0.370 0.671 -0.105  0.18
C1 -0.387 -0.580 0.785  -0.21
N2 -1.746 -0.994 0.940  0.03
H4 -0.757 1.479 0.383  0.17
H5 -0.859 0.528 -0.986  0.16
H6 0.284 -1.266 0.299  0.13
H7 -0.053 -0.217 1.749  0.14
H8 -1.932 -1.382 1.853  0.09
H9 -2.062 -1.625 0.215  0.09



(3)
The following is a DFT calculation (the ωB97M-V functional and the def2-TZVPD basis) of a cluster of 2 separate species, CH9N2O in total.

Calculated values
Relative energy (zero: lowest compared OMol25 entry of this formula, charge and spin) ... 0.237 eV
Total charge ... +1
Orbital gap ... 11.40 eV

Each line ends with the Löwdin charge.
Element x y z (Å)
O1 0.438 0.378 -2.419  -0.06
H1 0.800 0.465 -3.312  0.07
H2 0.678 0.480 -0.288  0.11
H3 -0.150 1.142 -2.355  0.05
N1 0.996 -0.090 0.501  0.19
C1 -0.289 -0.699 1.160  -0.21
N2 -1.318 0.222 1.206  0.05
H4 1.599 -0.819 0.119  0.16
H5 1.584 0.479 1.121  0.17
H6 -0.453 -1.597 0.577  0.14
H7 0.008 -0.998 2.160  0.13
H8 -1.505 0.786 2.013  0.10
H9 -2.069 0.172 0.541  0.10



(4)
The following is a DFT calculation (the ωB97M-V functional and the def2-TZVPD basis) of a cluster of 2 separate species, CH9N2Si in total.

Calculated values
Relative energy (zero: lowest compared OMol25 entry of this formula, charge and spin) ... 0.196 eV
Total charge ... +1
Orbital gap (spin up / spin down) ... 9.62 / 9.62 eV

Each line ends with the Löwdin charge.
Element x y z (Å)
C1 -1.129 -1.023 -0.318  0.03
N1 0.197 0.910 0.322  -0.17
N2 -1.551 -1.564 0.765  0.12
Si1 1.763 1.174 -0.482  0.61
H1 -0.249 -1.327 -0.916  0.12
H2 -1.691 -0.267 -0.783  0.09
H3 -0.455 1.682 0.163  0.06
H4 -2.632 -1.636 0.942  0.21
H5 0.171 0.554 1.264  0.04
H6 -0.976 -2.285 1.280  0.17
H7 1.737 0.392 -1.634  -0.10
H8 2.016 2.550 -0.934  -0.07
H9 2.799 0.842 0.332  -0.11